C13H18N6O3 | ωB97M-V/def2-TZVPD

Calculated values
multiplicity: 1
energy: -1060.20913 Eh
relative energy (zero: lowest compared OMol25 entry of this formula, charge and spin): 143.2 kcal/mol
HOMO: -8.368 eV
orbital gap: 6.83 eV

Last column: Mulliken charge in e.
Positions of all 40 atoms, in Å:
1 O -1.27542 1.44798 -4.11229  -0.179
2 O -0.09611 -0.40116 -3.33400  -0.617
3 O 1.14150 5.22774 -0.73010  -0.375
4 N 1.43462 2.99860 -0.89210  -0.445
5 N -0.61309 -2.00532 1.21138  0.520
6 N -0.14735 4.17896 -2.28273  -0.576
7 N -0.28668 0.79434 -3.20290  0.752
8 N -1.35731 2.80051 -3.86358  -0.520
9 N -2.37832 -0.80705 1.07231  0.356
10 C 1.77360 -2.12198 1.62211  -1.495
11 C -1.10536 -1.89011 2.50873  -0.391
12 C -0.45495 3.02788 -2.84591  0.733
13 C 1.15919 1.80553 -1.42111  -0.396
14 C 0.81103 -2.63549 -0.62562  -1.415
15 C 0.79325 4.08652 -1.32972  0.563
16 C -2.22755 -1.14097 2.42223  -0.646
17 C 2.15740 5.05706 0.29339  -0.655
18 C 0.20093 1.79738 -2.42388  0.515
19 C -3.45018 0.01492 0.56470  -0.983
20 C 0.44483 -4.19825 1.28782  -1.642
21 C 0.60559 -2.74264 0.87024  1.234
22 C -1.37296 -1.34044 0.33897  -0.663
23 H -2.91208 -0.81796 3.18187  0.465
24 H 1.65431 0.87758 -1.13024  0.367
25 H 1.88196 -1.06364 1.35413  0.314
26 H 0.32608 -4.30236 2.37281  0.372
27 H 2.30542 6.06476 0.67169  0.245
28 H -3.34908 0.10132 -0.52302  0.343
29 H -0.40966 -4.65689 0.77637  0.391
30 H -0.62524 -2.32930 3.36239  0.365
31 H 1.72494 -3.18544 -0.88415  0.503
32 H 1.34571 -4.75081 0.99281  0.399
33 H -4.43124 -0.41715 0.80695  0.328
34 H 2.69626 -2.63933 1.33286  0.416
35 H -3.41907 1.01919 1.01107  0.325
36 H 0.92945 -1.59384 -0.94585  0.135
37 H 1.65404 -2.22011 2.70784  0.368
38 H -0.02576 -3.08323 -1.17227  0.394
39 H 1.81276 4.38614 1.08744  0.300
40 H 3.08455 4.65712 -0.13066  0.294